1.
DFT (ωB97M-V/def2-TZVPD) results for a structure of composition C6H10O.

As for the gap between HOMO and LUMO: 9.9 eV. The calculation puts the HOMO energy at -8.798 eV. As for the total energy: -8429.021 eV.

ORCA input file:
```
! wB97M-V def2-TZVPD RIJCOSX def2/J DEFGRID3
* xyz 0 1
C -2.07 -0.48 0.32
C -0.73 0.07 0.82
O -0.08 -1.15 1.28
C 0.87 -1.00 0.25
C 0.43 -0.68 -1.17
C 0.50 0.39 -0.13
C 1.44 1.57 -0.16
H -2.57 0.04 -0.50
H -1.92 -1.53 0.03
H -2.75 -0.53 1.19
H -0.82 0.82 1.63
H 1.81 -1.50 0.43
H 1.28 -0.71 -1.86
H -0.52 -0.92 -1.63
H 1.03 2.45 -0.68
H 1.74 1.88 0.85
H 2.35 1.27 -0.69
*
```

Atom charges from the Mulliken analysis, given in e for atoms 1 to 5: -1.431 0.306 -0.450 -0.353 -0.784

---

2.
DFT (ωB97M-V/def2-TZVPD) results for a structure of composition C32H34N5O5Ru in a non-equilibrium geometry.

As for the gap between HOMO and LUMO (alpha / beta): 6.8 / 6.8 eV. The calculation puts the HOMO energy (alpha / beta) at -13.056 / -13.007 eV. As for the total energy: -53994.631 eV. The expectation value of S² is 0.756.

ORCA input file:
```
! wB97M-V def2-TZVPD RIJCOSX def2/J DEFGRID3
* xyz 2 2
Ru 0.46 1.49 -0.19
O 2.24 5.16 -2.19
C 1.63 4.20 -1.53
O 2.09 3.11 -1.27
C 0.26 4.59 -1.05
C -0.39 5.76 -1.41
C -1.65 6.00 -0.87
C -2.17 5.10 0.05
C -1.42 3.97 0.35
N -0.26 3.71 -0.22
C -1.77 2.87 1.32
O -2.74 3.01 2.19
O -1.11 1.85 1.31
H 3.14 4.88 -2.44
H 0.07 6.46 -2.10
H -2.21 6.88 -1.14
H -3.13 5.28 0.50
H -3.14 3.90 2.19
C 1.33 -4.76 1.96
C -0.17 -4.66 1.91
C -0.97 -5.78 2.10
C -2.35 -5.70 2.06
C -2.97 -4.48 1.87
C -2.19 -3.34 1.69
C -0.81 -3.44 1.69
N 0.01 -2.28 1.52
C -0.19 -1.25 0.68
N -1.04 -1.42 -0.34
C -1.45 -0.49 -1.33
C -0.94 0.80 -1.41
C -1.39 1.62 -2.46
C -2.31 1.17 -3.39
C -2.81 -0.12 -3.28
C -2.38 -0.97 -2.27
C -2.91 -2.38 -2.18
N 0.50 -0.14 0.82
C 1.23 0.20 2.02
C 2.50 0.74 1.79
C 3.29 1.18 2.85
C 2.81 1.08 4.14
C 1.54 0.56 4.36
C 0.71 0.14 3.32
C -0.70 -0.30 3.64
H 1.65 -5.80 2.05
H 1.75 -4.23 2.82
H 1.79 -4.35 1.06
H -0.49 -6.74 2.26
H -2.95 -6.59 2.20
H -4.05 -4.40 1.88
H -2.67 -2.37 1.60
H 0.84 -2.21 2.10
H -1.46 -2.34 -0.40
H -1.00 2.63 -2.56
H -2.65 1.82 -4.19
H -3.54 -0.49 -3.99
H -3.59 -2.58 -3.01
H -3.46 -2.55 -1.25
H -2.11 -3.12 -2.24
H 2.90 0.73 0.79
H 4.27 1.59 2.65
H 3.41 1.39 4.98
H 1.15 0.50 5.37
H -1.11 0.36 4.41
H -0.73 -1.31 4.05
H -1.36 -0.26 2.78
C 2.78 -0.43 -4.61
N 2.80 -0.26 -3.15
C 3.95 -0.73 -2.36
C 1.81 0.33 -2.55
O 1.80 0.50 -1.30
H 3.50 -1.19 -4.88
H 3.05 0.50 -5.11
H 1.80 -0.75 -4.94
H 4.56 -1.37 -2.99
H 3.60 -1.29 -1.50
H 4.54 0.12 -2.02
H 0.98 0.67 -3.18
*
```

Atom charges from the Mulliken analysis, given in e for atoms 1 to 5: -0.312 -0.448 0.025 -0.372 0.503

---

3.
DFT (ωB97M-V/def2-TZVPD) results for a structure of composition C24H74CaN12O6P4 in a non-equilibrium geometry.

As for the gap between HOMO and LUMO: 7.6 eV. The calculation puts the HOMO energy at -6.995 eV. As for the total energy: -111854.927 eV.

ORCA input file:
```
! wB97M-V def2-TZVPD RIJCOSX def2/J DEFGRID3
* xyz 0 1
Ca 0.81 -0.63 -0.97
O 1.31 0.59 -2.70
H 0.61 1.06 -3.19
O 1.16 -2.81 -1.15
H 1.80 -3.54 -1.09
O -1.66 -0.58 -1.87
P -2.88 -0.89 -2.59
N -2.74 -0.52 -4.23
C -1.62 0.28 -4.71
C -3.90 -0.54 -5.25
N -4.28 -0.10 -2.05
C -4.16 1.38 -1.97
C -5.43 -0.77 -1.43
N -3.22 -2.59 -2.47
C -3.89 -3.33 -3.59
C -2.46 -3.44 -1.59
H -0.89 0.50 -3.92
H -2.01 1.22 -5.11
H -1.10 -0.29 -5.48
H -3.54 -1.21 -6.03
H -4.09 0.46 -5.62
H -4.85 -0.90 -4.86
H -5.05 1.94 -2.25
H -3.97 1.69 -0.94
H -3.33 1.74 -2.57
H -5.71 -0.18 -0.55
H -6.27 -0.89 -2.10
H -5.05 -1.71 -1.04
H -4.82 -2.91 -3.97
H -3.13 -3.49 -4.36
H -4.12 -4.34 -3.24
H -1.44 -3.54 -1.97
H -2.98 -4.38 -1.44
H -2.33 -3.06 -0.57
O -0.53 -1.27 0.88
P -1.00 -2.00 2.09
N -2.73 -2.25 2.28
C -3.62 -1.13 1.87
C -3.37 -3.18 3.23
N -0.65 -1.26 3.62
C 0.10 -0.02 3.69
C -0.82 -1.91 4.89
N -0.32 -3.52 2.16
C -0.72 -4.50 1.16
C 1.08 -3.78 2.52
H -3.26 -0.75 0.91
H -3.58 -0.33 2.62
H -4.63 -1.48 1.69
H -2.73 -4.05 3.37
H -4.36 -3.51 2.91
H -3.31 -2.67 4.19
H 1.09 -0.30 4.05
H 0.19 0.39 2.69
H -0.35 0.73 4.34
H -1.57 -1.38 5.47
H -1.17 -2.94 4.75
H 0.14 -1.97 5.39
H -0.17 -5.43 1.32
H -1.74 -4.84 1.31
H -0.59 -4.14 0.14
H 1.81 -3.71 1.71
H 1.15 -4.77 2.98
H 1.38 -3.10 3.32
O 0.21 1.43 -0.23
P -0.24 2.82 0.04
N -1.94 2.97 0.52
C -2.47 2.10 1.55
C -2.65 4.26 0.51
N -0.12 3.87 -1.33
C -1.10 3.78 -2.42
C 1.20 4.04 -1.96
N 0.69 3.69 1.22
C 1.44 3.03 2.27
C 0.31 5.03 1.69
H -3.54 1.99 1.39
H -2.33 2.59 2.51
H -1.92 1.16 1.63
H -3.73 4.27 0.42
H -2.39 4.72 -0.44
H -2.27 4.85 1.35
H -2.13 3.68 -2.07
H -1.04 4.59 -3.15
H -0.78 2.85 -2.89
H 1.25 4.49 -2.95
H 1.87 4.51 -1.24
H 1.63 3.05 -2.08
H 1.96 2.17 1.84
H 2.21 3.72 2.61
H 0.79 2.70 3.08
H 1.18 5.45 2.21
H -0.56 4.84 2.31
H 0.10 5.79 0.94
O 2.75 -0.11 0.40
P 4.18 -0.01 0.33
N 4.85 -0.36 1.85
C 4.72 0.68 2.86
C 4.82 -1.79 2.29
N 4.79 1.50 -0.12
C 3.92 2.46 -0.85
C 6.11 2.01 -0.01
N 5.04 -0.97 -0.85
C 6.43 -1.37 -0.69
C 4.35 -1.71 -1.88
H 5.15 0.40 3.82
H 3.67 0.68 3.14
H 5.11 1.63 2.50
H 4.90 -2.47 1.44
H 3.89 -2.13 2.75
H 5.68 -2.02 2.91
H 2.91 2.07 -0.90
H 4.08 3.50 -0.55
H 4.34 2.44 -1.86
H 6.28 3.08 -0.17
H 6.60 1.69 0.90
H 6.69 1.49 -0.78
H 6.41 -2.39 -0.31
H 6.86 -1.33 -1.68
H 7.04 -0.79 0.00
H 3.61 -1.15 -2.46
H 3.68 -2.47 -1.47
H 5.02 -2.14 -2.62
*
```

Atom charges from the Mulliken analysis, given in e for atoms 1 to 5: 1.227 -1.132 -0.320 -0.890 -0.064